(1)
Computed, not measured: a molecular structure, C9H16ClIN2O2PTc at a distorted geometry, with ωB97M-V/def2-TZVPD.

Structure (XYZ):
```
33
Properties=species:S:1:pos:R:3:forces:R:3
C 0.3766 0.8316 -2.2064 0.83 -2.80 -0.08
C -0.8116 1.6451 -2.1174 1.95 6.51 -0.89
H 1.1784 1.1699 -2.9143 -1.12 0.56 0.33
H 0.0973 -0.1738 -2.5120 0.14 -0.10 -0.27
H 0.8287 0.6639 -1.2108 -0.44 0.58 -0.34
O -1.0861 2.7660 -2.1699 -0.54 -4.46 0.01
I -2.6575 3.4475 0.1000 -0.50 0.77 0.58
Tc 0.8285 -1.2501 1.6183 0.71 -0.03 -1.54
P -1.5038 -1.1790 -0.0438 -1.32 -1.30 -1.16
C -2.8404 0.0235 -0.4341 0.66 0.94 1.13
C -1.5918 -1.8969 -1.7303 1.44 -0.20 -0.20
H -1.8083 -3.3542 0.8752 -0.39 0.06 0.15
H -3.3528 -2.5588 0.3333 0.04 -0.18 0.25
H -2.5689 -2.0429 1.8695 -0.28 -0.35 0.29
C -2.4073 -2.4339 0.8691 0.62 0.04 0.37
H -0.8117 -2.6368 -1.8719 0.08 -0.20 -0.29
H -2.5588 -2.3818 -1.8409 -0.13 -0.07 0.32
H -3.6711 -0.4349 -0.9827 0.45 -0.43 0.01
H -2.4373 0.8484 -1.0557 -0.44 -0.16 0.44
H -1.5404 -1.1437 -2.5190 0.01 -0.14 0.14
H -3.2384 0.4046 0.5079 0.00 0.44 -0.27
C 0.3159 0.5456 1.2366 -1.34 5.99 -2.11
O 0.2529 1.6527 0.7977 0.09 -4.86 1.91
Cl 1.4093 -2.9848 0.3899 -0.34 -0.22 0.09
N 3.4310 1.8728 2.3064 -1.28 -0.62 0.29
C 4.1040 1.5120 1.1332 -0.40 -0.29 -0.19
C 3.4918 0.3385 0.6841 0.05 1.00 1.42
N 2.5849 -0.0625 1.6931 -1.64 0.93 -0.24
C 2.4617 0.9742 2.5559 2.49 0.25 -0.63
H 3.4996 2.7073 2.9127 0.54 -0.44 -0.79
H 4.9348 2.1598 0.7718 -0.84 -0.90 0.11
H 3.4469 -0.1910 -0.2530 0.93 -0.15 0.12
H 1.6439 1.1618 3.2076 -0.03 -0.20 1.03
```
Forces are in eV/Å.

Values from the calculation:
Spin multiplicity   4
Charge   +3
Energy above the lowest of the compared OMol25 structures with the same formula, charge and spin   3.838 eV
E   -1791.2734 Eh
Kohn-Sham gap (spin up / spin down)   4.90 / 5.21 eV
HOMO (spin up / spin down)   -0.685 / -0.672 Eh
Strongest force on any atom   6.86 eV/Å

Here is what Löwdin gives for the atomic charges, in e: atom 1 (C): 0.048, atom 2 (C): -0.038, atom 3 (H): 0.178, atom 4 (H): 0.081, atom 5 (H): 0.084, atom 6 (O): 0.185, atom 7 (I): 0.574, atom 8 (Tc): 1.006, atom 9 (P): 0.854, atom 10 (C): -0.260, atom 11 (C): -0.223, atom 12 (H): 0.067, atom 13 (H): 0.086, atom 14 (H): 0.066, atom 15 (C): -0.231, atom 16 (H): 0.054, atom 17 (H): 0.086, atom 18 (H): 0.102, atom 19 (H): -0.051, atom 20 (H): 0.046, atom 21 (H): 0.040, atom 22 (C): -0.367, atom 23 (O): 0.019, atom 24 (Cl): 0.131, atom 25 (N): 0.136, atom 26 (C): 0.036, atom 27 (C): -0.052, atom 28 (N): -0.124, atom 29 (C): -0.163, atom 30 (H): 0.211, atom 31 (H): 0.167, atom 32 (H): 0.115, atom 33 (H): 0.138

(2)
Computed, not measured: a molecular structure, C41H37CrF5P2 at a distorted geometry, with ωB97M-V/def2-TZVPD.

Structure (XYZ):
```
86
Properties=species:S:1:pos:R:3:forces:R:3
Cr 1.1639 -2.5196 -2.6087 -1.77 0.42 0.71
C 1.6314 1.8168 0.2753 0.66 0.63 -0.38
C 2.9093 1.6140 -0.1028 -1.14 0.39 -0.22
C 4.0838 1.0871 0.6586 0.91 0.36 0.27
C 4.2750 -0.4342 0.8165 0.88 0.88 0.80
C 3.2875 -1.1181 1.7197 -0.43 -0.65 -1.63
C 2.1753 -0.5809 2.2132 -0.82 -0.56 0.22
C 1.8956 0.8311 2.6108 -0.66 1.06 0.14
C 1.0742 1.7532 1.6541 -0.03 -0.83 0.88
C -0.5710 -3.5672 -3.1430 -0.03 0.33 0.17
H 0.9153 2.2118 -0.4558 0.45 -0.04 0.01
H 3.1885 1.9778 -1.0947 -0.40 -0.36 0.16
H 4.1265 1.5089 1.6653 0.20 0.12 -0.31
H 4.9698 1.4735 0.1212 -0.21 -0.22 0.32
H 4.3044 -0.8831 -0.1846 -0.22 -0.28 0.28
H 5.2902 -0.5574 1.2381 -0.17 -0.07 -0.31
H 3.3819 -2.2151 1.6521 -0.40 0.44 0.11
H 1.3135 -1.2407 2.4009 0.65 -0.05 0.41
H 2.8104 1.3762 2.8186 -0.04 -0.19 0.31
H 1.3211 0.7924 3.5553 0.35 -0.01 -0.27
H 0.0191 1.4408 1.6296 0.24 -0.04 -0.06
H 1.0606 2.7569 2.1410 0.05 -0.46 -0.55
H -1.0979 -2.6382 -3.4442 0.00 -0.60 -0.21
H -1.1423 -3.9588 -2.2779 0.52 0.18 -0.26
H -0.5959 -4.3210 -3.9414 0.18 0.27 0.08
P 5.8104 -2.7620 -4.8516 0.48 0.58 -0.84
P 5.6233 -5.3568 -3.2341 0.88 -1.48 -0.04
C 7.0250 -3.0318 -3.5368 0.13 -1.16 0.74
C 7.0077 -4.2338 -2.9101 0.34 1.20 -0.60
C 7.0137 -2.4974 -6.2739 -0.29 0.04 -0.05
C 8.3762 -2.2170 -6.1081 0.10 0.06 -0.21
C 9.2332 -2.1347 -7.2122 -0.27 -0.09 -0.26
C 8.7414 -2.3424 -8.5086 -0.28 0.03 0.55
C 7.3766 -2.6114 -8.6795 0.25 0.03 -0.17
C 6.5230 -2.6928 -7.5825 0.22 0.12 0.43
C 5.2816 -1.0861 -4.3270 0.31 -0.07 -0.20
C 4.3855 -1.0780 -3.2407 -0.13 0.47 -0.53
C 3.7833 0.1130 -2.8537 0.16 0.19 -0.18
C 4.1786 1.3116 -3.4709 -0.02 -0.13 -0.08
C 5.1553 1.3057 -4.4741 -0.14 0.05 0.08
C 5.6932 0.1011 -4.9441 -0.51 -0.03 0.69
C 6.7330 -6.8416 -3.6585 0.09 -0.06 -0.06
C 7.5276 -6.7751 -4.8192 0.04 -0.28 -0.01
C 8.3174 -7.8622 -5.2218 -0.12 -0.04 0.24
C 8.3541 -9.0444 -4.4684 -0.31 0.39 0.09
C 7.6101 -9.0974 -3.2879 -0.01 0.19 -0.07
C 6.8146 -8.0092 -2.8888 0.16 -0.16 -0.05
C 5.1699 -5.7823 -1.5170 -0.29 -0.07 0.02
C 3.9648 -6.5015 -1.3856 0.46 0.23 0.42
C 3.5094 -6.8573 -0.1196 0.15 0.00 0.21
C 4.2516 -6.4968 1.0169 0.06 0.02 -0.16
C 5.4527 -5.7862 0.8830 -0.28 -0.13 -0.14
C 5.9090 -5.4170 -0.3864 -0.36 -0.33 0.25
H 7.7577 -2.2426 -3.3326 -0.05 -0.45 0.05
H 7.8150 -4.5919 -2.2595 -0.25 0.44 -0.08
H 8.7962 -2.0593 -5.1131 -0.14 -0.06 -0.34
H 10.2892 -1.9083 -7.0639 -0.26 -0.08 0.00
H 9.4127 -2.2959 -9.3681 -0.24 0.00 0.26
H 6.9841 -2.7677 -9.6870 0.08 0.04 0.33
H 5.4639 -2.9118 -7.7284 0.27 0.01 0.02
H 4.1528 -2.0123 -2.7201 0.05 0.09 -0.15
H 3.0113 0.1279 -2.0787 0.34 0.00 -0.20
H 3.7057 2.2505 -3.1615 0.28 -0.35 -0.18
H 5.4987 2.2478 -4.9066 -0.20 -0.24 0.11
H 6.4275 0.0852 -5.7524 -0.28 -0.01 0.24
H 7.5470 -5.8607 -5.4171 -0.08 -0.23 0.09
H 8.9161 -7.7997 -6.1300 -0.17 0.11 0.18
H 8.9471 -9.9065 -4.7973 -0.23 0.45 0.17
H 7.6589 -9.9928 -2.6642 -0.10 0.30 -0.15
H 6.2792 -8.0748 -1.9418 0.01 -0.02 -0.26
H 3.4083 -6.7877 -2.2804 0.10 0.11 0.23
H 2.5797 -7.4241 -0.0214 0.32 0.22 0.05
H 3.8912 -6.7757 2.0115 0.14 0.10 -0.37
H 6.0432 -5.5257 1.7644 -0.26 -0.06 -0.24
H 6.8450 -4.8662 -0.4752 -0.33 -0.15 0.03
F -0.3166 0.3997 -3.2355 -0.28 -0.32 0.47
C -0.7905 -0.0309 -2.0233 -0.27 0.48 0.43
C -0.2566 -1.1789 -1.4443 0.36 0.12 0.01
C -0.7727 -1.4368 -0.1768 -0.38 0.29 0.56
F -0.4078 -2.5703 0.5086 -0.05 0.74 -0.46
C -1.6815 -0.5887 0.5081 0.23 -0.74 -0.03
F -2.0793 -0.8936 1.7693 0.22 0.17 -0.71
C -2.2082 0.5371 -0.1222 0.11 -0.31 -0.15
F -3.1201 1.3306 0.4891 0.75 -0.58 -0.46
C -1.7700 0.7921 -1.4203 0.53 0.12 -0.44
F -2.2310 1.8854 -2.0698 0.18 -0.47 0.27
```
Forces are in eV/Å.

Values from the calculation:
Spin multiplicity   5
Energy above the lowest of the compared OMol25 structures with the same formula, charge and spin   0.751 eV
E   -3810.7965 Eh
Kohn-Sham gap (spin up / spin down)   7.45 / 7.35 eV
HOMO (spin up / spin down)   -0.300 / -0.300 Eh
Strongest force on any atom   1.95 eV/Å

Here is what Löwdin gives for the atomic charges, in e: atom 1 (Cr): 0.830, atom 2 (C): -0.095, atom 3 (C): -0.113, atom 4 (C): -0.200, atom 5 (C): -0.189, atom 6 (C): -0.104, atom 7 (C): -0.106, atom 8 (C): -0.193, atom 9 (C): -0.174, atom 10 (C): -0.237, atom 11 (H): 0.105, atom 12 (H): 0.067, atom 13 (H): 0.097, atom 14 (H): 0.115, atom 15 (H): 0.092, atom 16 (H): 0.113, atom 17 (H): 0.102, atom 18 (H): 0.107, atom 19 (H): 0.088, atom 20 (H): 0.117, atom 21 (H): 0.095, atom 22 (H): 0.126, atom 23 (H): -0.024, atom 24 (H): -0.008, atom 25 (H): -0.023, atom 26 (P): 0.992, atom 27 (P): 0.996, atom 28 (C): -0.341, atom 29 (C): -0.351, atom 30 (C): -0.373, atom 31 (C): -0.102, atom 32 (C): -0.082, atom 33 (C): -0.083, atom 34 (C): -0.091, atom 35 (C): -0.111, atom 36 (C): -0.387, atom 37 (C): -0.136, atom 38 (C): -0.100, atom 39 (C): -0.074, atom 40 (C): -0.071, atom 41 (C): -0.073, atom 42 (C): -0.345, atom 43 (C): -0.106, atom 44 (C): -0.089, atom 45 (C): -0.095, atom 46 (C): -0.089, atom 47 (C): -0.090, atom 48 (C): -0.423, atom 49 (C): -0.126, atom 50 (C): -0.085, atom 51 (C): -0.083, atom 52 (C): -0.080, atom 53 (C): -0.092, atom 54 (H): 0.077, atom 55 (H): 0.081, atom 56 (H): 0.090, atom 57 (H): 0.103, atom 58 (H): 0.103, atom 59 (H): 0.104, atom 60 (H): 0.099, atom 61 (H): 0.081, atom 62 (H): 0.081, atom 63 (H): 0.105, atom 64 (H): 0.107, atom 65 (H): 0.104, atom 66 (H): 0.095, atom 67 (H): 0.100, atom 68 (H): 0.104, atom 69 (H): 0.102, atom 70 (H): 0.095, atom 71 (H): 0.101, atom 72 (H): 0.107, atom 73 (H): 0.104, atom 74 (H): 0.105, atom 75 (H): 0.088, atom 76 (F): 0.033, atom 77 (C): -0.248, atom 78 (C): -0.076, atom 79 (C): -0.231, atom 80 (F): 0.031, atom 81 (C): -0.143, atom 82 (F): 0.085, atom 83 (C): -0.139, atom 84 (F): 0.104, atom 85 (C): -0.141, atom 86 (F): 0.091

(3)
Computed, not measured: 2 unconnected molecules or ions with the total composition C3H9BO2S at a distorted geometry, with ωB97M-V/def2-TZVPD.

Structure (XYZ):
```
16
Properties=species:S:1:pos:R:3:forces:R:3
B 2.0578 0.1355 -0.2072 -4.11 0.30 2.60
C -1.9438 -1.3258 -0.0388 3.09 -0.58 -1.09
C 1.0942 1.2891 0.3981 0.61 -0.42 1.55
C -2.4713 -0.1502 -0.6450 -1.50 1.58 -1.04
O 1.2601 -1.0235 -0.0632 1.73 -0.48 -0.55
O 3.3679 0.3295 -0.3222 0.81 0.26 -0.58
S -2.9186 1.2872 0.1152 -0.25 -1.07 -0.57
H -0.8764 -1.1030 0.3375 -0.94 -0.26 -1.14
H -2.2864 -1.6149 0.8857 -1.66 -0.67 2.33
H -1.9317 -2.2178 -0.7444 0.18 1.14 0.88
H -0.0169 1.0743 0.4159 1.49 0.16 -0.17
H 1.4588 1.3240 1.5280 -0.77 0.03 -2.10
H 1.2928 2.2526 -0.0183 -0.07 0.87 -0.11
H 1.7328 -1.8264 0.1910 0.06 -0.08 -0.43
H 3.8528 -0.2410 -0.9050 0.47 -0.63 -0.19
H -3.6722 1.8104 -0.9273 0.84 -0.16 0.60
```
Forces are in eV/Å.

Values from the calculation:
Energy above the lowest of the compared OMol25 structures with the same formula, charge and spin   3.352 eV
E   -693.1763 Eh
Kohn-Sham gap   7.67 eV
HOMO   -0.275 Eh
Strongest force on any atom   4.87 eV/Å

Here is what Löwdin gives for the atomic charges, in e: atom 1 (B): -0.663, atom 2 (C): -0.261, atom 3 (C): -0.004, atom 4 (C): -0.548, atom 5 (O): 0.078, atom 6 (O): 0.207, atom 7 (S): 0.713, atom 8 (H): 0.092, atom 9 (H): 0.036, atom 10 (H): 0.089, atom 11 (H): 0.024, atom 12 (H): 0.113, atom 13 (H): 0.031, atom 14 (H): 0.101, atom 15 (H): 0.104, atom 16 (H): -0.112

(4)
Computed, not measured: 2 unconnected molecules or ions with the total composition CH3BrClPS at a distorted geometry, with ωB97M-V/def2-TZVPD.

Structure (XYZ):
```
8
Properties=species:S:1:pos:R:3:forces:R:3
C -0.3905 0.4102 -0.6799 0.62 0.70 -1.63
P 0.3647 -0.6022 0.6654 -0.41 -0.30 -1.05
S 1.8686 2.1345 2.3598 -0.06 -0.11 -0.07
Cl -1.2736 -1.4305 1.5218 -0.51 0.04 0.49
Br 0.8597 -2.4094 -0.6566 0.22 0.57 0.28
H -0.9103 -0.0868 -1.5113 -0.01 -0.71 0.68
H -1.0790 1.2719 -0.4695 1.19 -0.58 0.54
H 0.5605 0.7123 -1.2298 -1.04 0.39 0.76
```
Forces are in eV/Å.

Values from the calculation:
Energy above the lowest of the compared OMol25 structures with the same formula, charge and spin   3.370 eV
E   -3813.5739 Eh
Kohn-Sham gap (spin up / spin down)   6.92 / 6.87 eV
HOMO (spin up / spin down)   -0.361 / -0.359 Eh
Strongest force on any atom   1.88 eV/Å

Here is what Löwdin gives for the atomic charges, in e: atom 1 (C): -0.476, atom 2 (P): 0.077, atom 3 (S): -0.002, atom 4 (Cl): 0.119, atom 5 (Br): 0.165, atom 6 (H): 0.023, atom 7 (H): 0.054, atom 8 (H): 0.040